ORCA calculation (ωB97M-V/def2-TZVPD) on a molecular structure, C27H31Cl2N2O6SSb2Sn.

Positions of all 72 atoms, in Å:
H1 -4.67474 4.38498 1.18538
C1 0.20629 3.34339 0.72707
Cl1 -2.32171 1.84787 -3.81284
H2 -1.39667 -3.27804 1.22488
C2 -2.15291 -0.74728 -4.19379
H3 3.46787 3.46167 -0.08861
H4 -1.50044 -5.10649 -0.42257
Sb1 1.84590 -1.33166 0.74221
H5 5.66904 -1.53007 0.21278
C3 -3.37465 2.66706 1.54593
H6 2.27078 -1.03570 -1.97958
O1 -1.95992 0.79235 -0.95163
C4 -1.73213 -3.81165 -2.11968
N1 -3.26136 1.32301 1.72245
H7 -6.72031 3.00147 1.32879
O2 0.24206 -1.53118 2.91068
H8 3.00979 -3.54710 1.75851
C5 -1.93768 -0.06930 -1.86619
O3 -2.90799 -1.32349 2.43097
H9 -6.54816 0.59790 1.99378
H10 1.44834 -4.02830 1.05824
C6 3.21193 2.42077 0.25835
H11 -0.80187 3.53064 0.34253
C7 -1.52552 -3.06691 0.15523
O4 -1.37966 0.16196 3.78623
C8 -2.08185 -2.09829 -3.88082
H12 0.18205 2.86121 1.70036
C9 4.10254 1.45159 -0.30043
C10 3.72992 -0.32515 1.45737
H13 -1.71832 -4.56188 -2.89758
N2 -1.64474 -1.79762 -0.23736
C11 1.95839 -3.26947 1.65646
C12 6.10342 -0.21169 -1.41468
H14 -2.38039 -0.79744 3.16238
C13 5.71264 0.95001 -2.08055
H15 2.03575 2.64398 -3.07149
Cl2 -2.27429 -3.22568 -5.12148
C14 -2.13950 0.27013 -3.24171
H16 4.30765 -1.10407 1.94556
H17 3.05030 2.39811 1.34988
H18 2.96064 -2.59922 -1.45707
C15 -4.60091 3.30944 1.41204
C16 2.11009 -1.94052 -1.35236
H19 4.39427 2.67789 -2.02667
C17 -5.66168 1.20404 1.85981
C18 4.41216 0.19783 0.29318
C19 -4.37854 0.62037 1.92122
O5 0.96823 0.80761 3.11678
C20 -1.76288 -1.44117 -1.57342
H20 6.20343 1.22343 -3.00867
H21 0.26752 2.62748 -3.05819
Sb2 1.16057 1.93244 -0.62370
O6 0.52568 -0.49696 5.23538
H22 -4.75942 -1.45998 1.59628
C21 -1.60998 -4.09754 -0.79256
H23 -2.45432 3.23452 1.56831
H24 0.72917 4.28072 0.75211
H25 1.50677 -3.17471 2.65960
C22 4.71500 1.75550 -1.52327
C23 -4.23959 -0.84192 2.33279
Sn1 -1.22329 -0.00797 1.27715
H26 3.27905 0.39205 2.15082
C24 -5.77173 2.53799 1.53995
C25 5.44435 -0.57859 -0.25945
H27 1.12602 4.06263 -2.40286
C26 -1.82856 -2.46042 -2.54230
H28 -4.72406 -0.98649 3.33922
H29 1.17886 -2.45614 -1.62524
H30 -2.23832 -0.46463 -5.24545
H31 6.84432 -0.84227 -1.85518
S1 0.15062 -0.29649 3.86306
C27 1.15666 2.97142 -2.54639

Values from the calculation:
- F_max (eV/Å) = 3.734
- total charge = -1
- ΔE to the lowest compared entry with this formula, charge and spin (eV) = 0.000

***

ORCA calculation (ωB97M-V/def2-TZVPD) on a molecular structure, C27H31Cl3N4O4P2SbSe4W.

Positions of all 77 atoms, in Å:
C1 -0.58140 -1.41786 2.48861
H1 -0.90745 3.57195 -4.90495
C2 -2.47252 1.33663 -4.69894
Se1 1.44699 -3.81683 -4.00469
H2 -2.82237 0.36100 1.45099
C3 -2.31441 0.49934 -1.35793
O1 1.32464 0.04228 -0.22594
C4 1.58451 0.83374 0.80536
H3 2.04296 1.12823 3.60010
H4 -4.14830 3.81261 1.01716
H5 -4.34361 2.08210 -2.24216
C5 -1.24947 0.14373 -2.25127
Se2 1.81367 -2.88949 -1.89693
H6 -1.00095 0.17653 -6.52914
O2 -1.43981 -2.29394 0.51279
H7 0.56851 2.78782 -5.48171
C6 -0.51967 2.69826 -5.43413
H8 -3.97818 5.18738 -0.07298
H9 -2.56656 4.58104 0.80127
H10 -2.93045 5.05473 -2.19299
H11 -1.41007 4.46950 -1.48211
H12 -5.20309 2.53377 -0.77465
C7 -2.36692 4.16049 -1.90519
C8 -4.49874 2.89096 -1.52764
W1 0.59509 -1.85992 0.27241
N1 -1.10082 -1.09456 -2.67090
C9 5.25212 -0.03191 -0.05993
N2 -3.30397 -0.33258 -1.13728
P1 -0.20454 1.47469 -2.99810
H13 -2.83218 0.37354 -4.33229
C10 -4.10879 -3.80672 -1.81793
C11 0.58999 -0.37574 4.27369
Se3 0.49026 -6.61929 -1.87752
H14 -0.66078 -2.12082 4.52069
C12 1.23205 0.46702 3.33307
C13 -0.44573 0.20954 -5.58528
C14 -3.48485 4.28055 0.29004
H15 2.00485 0.72895 -2.37057
C15 -3.23558 1.31424 1.12464
H16 -2.81719 -5.27418 -2.73588
Cl1 6.40719 2.30907 -0.45826
C16 6.17315 0.89518 0.58413
Cl2 5.49245 1.40221 2.13967
O3 2.29985 1.80500 0.78998
C17 -3.18645 3.35422 -0.89699
N3 4.47538 -0.72860 -0.53516
H17 -3.20907 2.00552 1.96680
H18 1.91318 1.14402 -4.09403
H19 -1.00363 -3.64313 -3.24864
H20 -5.14318 -2.17304 -0.88546
C18 -0.94248 1.39306 -4.75046
H21 -2.86556 1.46647 -5.71229
Cl3 7.73229 0.08529 0.85035
P2 -2.13253 1.95037 -0.20826
Se4 2.29783 -2.60702 1.68530
C19 -2.92487 -4.23235 -2.46024
H22 -0.57882 -0.74358 -5.07426
Sb1 0.48872 -4.75855 -0.48583
H23 1.27970 -0.41583 -3.51587
C20 -1.32948 -2.53486 1.80090
C21 -1.91839 -3.35033 -2.73742
C22 -2.07020 -1.99736 -2.35944
H24 0.61202 0.30541 -5.83121
C23 -3.23079 -1.57853 -1.66500
O4 -1.76214 -3.50028 2.39322
H25 -0.89931 2.72092 -6.46092
H26 -4.89010 -4.52924 -1.61673
C24 1.40388 0.63905 -3.27103
H27 -2.90899 2.11761 -4.07471
N4 -0.14026 -0.47162 1.66090
C25 0.84750 0.35350 2.02718
C26 -0.26124 -1.36851 3.85653
C27 -4.26488 -2.50973 -1.42101
H28 -4.26300 1.14464 0.80591
H29 0.84574 -0.29970 5.32330
H30 -2.14337 3.59719 -2.80574
H31 -4.97132 3.72490 -2.05747

Values from the calculation:
- F_max (eV/Å) = 1.998
- total charge = -1
- ΔE to the lowest compared entry with this formula, charge and spin (eV) = 4.582

***

ORCA calculation (ωB97M-V/def2-TZVPD) on a molecular structure, C27H31ClLaN4O8.

Positions of all 72 atoms, in Å:
H1 -3.76241 -0.71017 0.20304
C1 0.93166 3.69586 -2.70186
N1 -1.39218 -1.74160 -0.88361
C2 1.65829 -3.40940 2.87327
C3 2.27186 -4.67150 2.87884
C4 1.17472 -2.88371 4.09833
H2 0.57494 4.11397 -1.75006
C5 -0.92348 -2.56174 -1.81119
C6 1.66989 1.39365 -1.95189
C7 -2.49522 -2.39763 -0.15623
O1 3.25846 -7.25096 5.16760
H3 0.30609 4.12287 -3.49324
C8 -0.34741 0.22099 -3.58061
H4 -2.31850 -0.64861 -3.82004
C9 1.37145 -3.60331 5.30101
H5 -0.81566 2.93433 1.81021
H6 1.95350 4.05808 -2.86383
C10 2.45567 -5.38107 4.08811
H7 -3.37926 -4.20332 -1.07061
Cl1 -1.84944 1.60241 -0.36947
H8 -3.10172 -2.68378 1.85977
C11 1.86789 3.56856 2.29316
H9 -3.84740 -1.30158 -1.46192
H10 2.61636 3.67351 3.08620
O2 0.92871 -1.45610 1.77500
O3 -1.46451 -3.76001 -1.83733
H11 -1.15062 -1.16921 -5.05049
H12 2.60328 -5.11189 1.93578
C12 1.72780 1.22382 3.34362
H13 -1.82915 0.46163 -5.09702
C13 -0.34454 2.36020 2.61543
H14 -0.51667 2.84960 3.58011
C14 -3.77284 -1.61672 -0.41558
H15 1.62426 1.59186 4.36988
C15 1.14231 2.22833 2.36176
C16 -2.20847 -2.33919 1.32968
H16 1.20632 0.25848 3.23585
La1 0.14983 -0.14476 -0.01424
C17 1.43381 -2.64742 1.57446
O4 2.55834 3.56285 0.96328
H17 1.17962 4.42481 2.26322
H18 -1.35149 -2.97488 1.58076
C18 -2.42701 -3.82622 -0.69307
O5 3.49420 -7.15392 2.99495
H19 2.78263 1.02940 3.11871
N2 0.91511 -3.01301 6.53928
H20 3.53936 1.36621 -0.80744
C19 1.59062 -0.02783 -2.13288
C20 -0.10869 1.59333 -3.56697
H21 3.11257 2.96613 -1.45566
C21 2.01317 -4.84045 5.29703
H22 2.36361 -0.68701 -1.68912
H23 2.17124 -5.37863 6.22639
H24 -0.71190 2.23374 -4.21620
C22 0.18233 -2.14152 -2.74637
C23 0.46614 -0.61899 -2.79876
C24 -1.46023 -0.32302 -4.42539
H25 -0.79440 1.35482 2.62032
H26 -1.97899 -1.29933 1.61533
H27 -0.11680 -2.50113 -3.74043
N3 1.35564 1.68364 1.00121
N4 3.10838 -6.67192 4.07649
H28 -1.97823 -4.50498 0.04850
C25 2.18438 2.45724 0.34677
C26 0.83347 2.19936 -2.73933
H29 0.65067 -1.93286 4.11521
H30 -4.65548 -2.20774 -0.14766
O6 0.35683 -1.90159 6.50106
C27 2.70124 2.05528 -1.01240
H31 1.07157 -2.71653 -2.43690
O7 1.68473 -3.14705 0.45917
O8 1.10211 -3.63862 7.59960

Values from the calculation:
- F_max (eV/Å) = 3.365
- total charge = -1
- ΔE to the lowest compared entry with this formula, charge and spin (eV) = 0.995

***

ORCA calculation (ωB97M-V/def2-TZVPD) on a molecular structure, C27H31MgN4Si.

Positions of all 64 atoms, in Å:
C1 0.32721 0.48368 3.48451
C2 -0.46335 -0.62805 -2.24027
H1 1.74845 -1.40414 2.02356
H2 3.56944 -1.70203 -3.88501
H3 0.20719 2.35364 -4.58221
C3 -3.47873 0.28905 -0.05352
C4 0.19352 0.25636 4.84922
C5 3.90972 -0.92517 -3.16892
C6 0.10977 1.50023 -3.94259
C7 -1.57369 -1.25615 4.38094
N1 -1.55000 -1.29072 -0.16089
H4 0.19670 -2.14358 -0.95538
H5 0.71259 0.88656 5.57056
H6 4.29440 1.56479 1.79498
H7 3.43729 -0.89329 2.30941
H8 5.54262 2.08681 -3.12083
C8 -2.13578 -1.93547 2.12740
C9 4.81418 0.07366 -3.58907
H9 -2.94086 -0.96349 -1.69438
H10 -2.32703 -1.99720 4.59814
C10 -0.79519 -0.61149 5.33487
H11 -3.62277 -1.84630 -0.28978
H12 -3.13859 -1.43403 1.96256
C11 -0.77033 -1.77740 -1.31523
H13 -2.34117 3.10694 1.07524
C12 3.44688 0.23355 -1.08040
H14 -0.05895 -1.91748 -3.93975
C13 -5.28460 1.85551 0.03900
C14 0.05712 0.19994 -4.42289
H15 4.66861 1.99046 -0.82280
H16 5.38126 -0.10694 -4.53351
H17 -4.68811 3.77501 0.90414
C15 3.26694 1.86371 1.56697
C16 -0.08580 -0.88173 -3.55662
C17 -0.21495 1.63782 -2.58989
H18 3.04664 -2.02983 0.87271
H19 3.29905 2.75355 0.90251
H20 0.13311 0.00621 -5.49271
C18 2.71898 -1.14791 1.51893
C19 -4.79152 0.61153 -0.29624
Mg1 -0.47227 0.58096 0.44578
H21 1.03056 1.21366 3.04919
H22 2.70961 -1.70343 -1.56487
N2 -2.62159 1.16602 0.49686
C20 -1.29382 -1.08988 3.03744
N3 -0.45512 0.61281 -1.75683
C21 -3.10553 2.39891 0.75165
H23 -1.90250 -3.26180 0.40567
C22 4.98614 1.17667 -2.78321
H24 -0.45801 -2.54808 1.03938
H25 -2.34242 -2.85295 2.68960
H26 2.74735 2.04098 2.51882
C23 3.30764 -0.87431 -1.91420
C24 -1.51074 -2.31107 0.82793
C25 4.37065 1.23391 -1.53958
H27 -1.21961 -2.59783 -1.86548
H28 -0.98466 -0.67423 6.43498
C26 -4.43880 2.76925 0.63691
H29 -6.27969 2.14956 -0.06039
H30 -0.29223 2.63658 -2.17010
C27 -2.96528 -1.01871 -0.59189
Si1 2.35793 0.48632 0.57767
H31 -5.46605 -0.06415 -0.84860
N4 -0.52178 -0.10579 2.60052

Values from the calculation:
- F_max (eV/Å) = 2.087
- total charge = +1
- ΔE to the lowest compared entry with this formula, charge and spin (eV) = 0.000